Formula: C54H125N9O2
Source: the OMol25 dataset
Level of theory: wB97M-V/def2-TZVPD

```
190
Properties=species:S:1:pos:R:3:forces:R:3:lowdin_charge:R:1
H 17.054 23.981 12.360 0.0 0.3 -0.1 0.075
C 13.371 19.289 14.773 0.6 -0.5 2.0 -0.072
H 18.773 13.081 20.084 -0.1 -0.3 0.1 0.122
C 10.168 20.585 9.307 -0.4 -1.1 -0.3 -0.078
H 14.499 16.732 9.538 -0.3 0.1 0.5 0.080
H 7.936 17.067 18.606 -0.6 -0.1 -0.1 0.055
H 12.933 10.314 18.185 0.4 -0.1 -0.4 0.063
H 16.079 15.938 21.941 0.2 0.1 0.5 0.037
H 20.321 13.961 13.393 1.4 0.1 -0.3 0.092
H 19.500 16.641 19.294 -0.1 0.0 0.1 0.055
H 10.750 18.310 15.141 0.4 -0.2 -0.2 0.030
C 16.462 24.319 11.503 -0.4 -1.1 1.0 -0.082
H 16.009 16.974 11.910 0.7 -0.7 0.3 0.042
H 9.547 20.486 10.175 -0.4 0.1 0.6 0.056
C 11.979 21.687 19.611 -0.2 -0.4 0.9 -0.079
C 12.744 19.067 22.422 -0.5 -0.1 -0.1 -0.057
H 17.484 12.284 19.303 -0.4 -0.4 -0.8 0.073
H 16.299 11.491 14.546 -0.1 0.4 0.4 0.078
H 12.842 19.826 14.016 -0.3 0.1 -0.3 0.073
H 18.861 18.454 20.967 -0.6 -0.3 0.9 0.103
H 17.098 15.622 23.444 0.5 1.0 -0.1 0.067
H 15.757 25.046 11.871 -0.3 0.4 0.1 0.055
H 11.702 19.562 20.560 -0.5 -0.6 0.6 0.085
H 13.464 21.779 21.216 -0.3 -0.1 0.1 0.116
H 19.012 19.652 19.726 0.1 -0.2 0.0 0.102
H 12.620 21.865 13.405 -0.3 0.3 0.0 0.048
C 13.596 19.852 16.035 1.0 -0.8 -0.2 -0.032
C 9.733 18.251 17.048 0.7 0.7 -0.1 -0.257
H 15.648 17.444 17.320 0.2 -0.2 0.2 0.089
O 16.462 15.834 15.615 -0.5 0.5 0.5 0.061
H 20.744 13.737 9.991 0.4 0.0 -0.3 0.069
H 16.839 20.740 12.132 -0.5 -0.2 0.2 0.080
C 13.019 11.399 18.085 -0.8 -0.7 0.3 -0.100
H 9.767 17.613 11.031 -0.4 0.0 -0.5 0.065
H 11.738 23.414 13.080 0.1 -0.2 0.2 0.083
H 16.047 13.422 17.012 0.2 -0.2 -0.7 0.085
H 14.170 21.751 19.623 -0.7 -0.1 0.3 0.118
C 19.504 14.587 13.644 -2.5 -1.2 1.0 -0.264
H 11.742 21.178 18.669 0.3 0.0 0.2 0.067
H 15.596 20.334 20.064 0.0 -0.6 -0.1 0.112
H 21.124 17.694 22.067 -0.1 0.1 0.4 0.116
C 12.719 22.929 13.150 -0.5 -0.4 0.1 -0.081
C 15.555 10.134 17.031 1.1 0.8 1.6 -0.242
H 18.646 14.740 10.409 -0.2 0.1 0.6 0.111
C 19.243 14.390 11.266 -1.2 -0.1 0.2 -0.268
H 17.728 17.416 11.858 -0.1 0.0 0.0 0.077
H 17.109 24.790 10.791 0.3 0.2 -0.6 0.061
H 13.326 23.385 13.911 0.1 0.3 0.5 0.074
H 23.361 18.592 21.479 0.3 0.0 0.0 0.059
H 10.630 16.203 19.458 0.2 0.3 0.4 0.101
H 10.044 18.435 8.862 -0.6 -0.5 -0.3 0.103
H 16.870 9.960 18.738 0.3 -0.2 -0.7 0.065
C 12.421 15.755 17.767 -0.2 0.0 0.3 -0.056
H 15.782 20.568 13.550 0.0 0.1 0.1 0.071
H 8.576 15.427 18.855 -0.4 -0.5 0.0 0.077
H 12.460 18.781 11.866 0.2 -0.2 -0.3 0.078
C 21.003 20.113 21.273 0.8 1.1 -0.6 -0.257
C 17.588 14.352 21.763 -1.3 -0.4 1.1 -0.239
H 11.284 19.395 7.973 -0.3 -0.4 -0.2 0.114
H 16.990 14.471 12.439 -0.3 0.2 -0.3 0.124
H 18.178 13.839 22.519 0.5 -0.1 -0.2 0.112
C 11.568 18.766 11.236 -1.0 1.3 0.9 -0.298
N 15.431 16.149 15.064 -1.4 -1.0 -2.6 -0.279
H 20.239 15.038 15.607 0.3 -0.2 0.1 0.072
C 20.660 14.461 10.793 0.8 0.1 0.9 -0.100
H 20.652 21.512 19.655 0.1 0.0 -0.4 0.073
H 14.614 19.621 17.959 -0.2 0.0 0.0 0.081
H 12.562 20.076 22.861 0.3 -0.7 -0.3 0.088
H 11.974 18.384 22.821 0.5 0.2 0.0 0.083
H 16.999 16.468 10.579 0.3 -0.5 0.5 0.067
N 10.369 17.165 17.716 0.2 -1.5 -0.7 -0.210
H 11.826 22.748 19.493 0.3 0.4 -0.2 0.066
C 17.545 15.424 12.544 -1.9 0.2 1.0 -0.293
H 20.633 19.992 22.287 -0.2 -0.3 0.5 0.113
C 10.768 19.226 8.921 1.3 1.5 0.9 -0.221
H 11.223 21.402 20.350 -0.2 0.0 -0.3 0.065
H 13.549 11.534 16.013 0.3 0.3 0.3 0.129
H 13.729 20.691 12.031 0.1 -0.2 0.5 0.077
N 13.571 19.891 20.196 2.3 0.2 0.3 -0.208
C 12.623 19.090 20.907 -1.2 1.4 -0.4 -0.288
H 18.908 13.323 11.436 0.4 0.6 -0.1 0.132
H 13.487 15.819 17.562 0.2 0.0 0.3 0.040
H 12.248 15.316 18.780 0.3 0.2 -0.9 0.081
H 15.238 12.942 14.640 0.6 -0.3 0.3 0.070
C 18.249 11.170 20.959 -0.4 0.2 0.9 -0.085
C 19.445 18.720 20.105 -0.6 -0.3 -1.3 -0.265
H 15.528 9.896 16.010 0.1 -0.3 -1.9 0.085
H 19.776 17.910 18.122 0.4 0.2 -0.5 0.071
H 11.167 16.642 11.492 -0.3 0.4 0.1 0.084
C 17.033 16.587 11.679 -0.2 0.7 -0.5 -0.066
C 13.922 17.478 10.114 -0.4 -0.4 -0.3 -0.072
C 15.404 18.193 20.479 -0.1 0.2 0.0 -0.074
H 12.623 18.156 20.402 0.0 -1.4 0.3 0.082
C 14.716 17.421 15.394 1.6 -1.2 2.0 -0.149
H 12.902 22.660 11.011 -0.5 0.0 -0.3 0.108
N 20.808 18.943 20.454 0.7 0.5 -0.9 -0.200
C 10.672 17.626 11.613 -0.2 -1.3 1.1 -0.069
H 16.775 8.563 17.620 0.3 -0.2 0.4 0.066
C 19.752 15.550 14.783 -0.4 -0.6 0.7 -0.061
C 11.809 17.140 17.615 -0.3 0.4 -0.3 -0.247
C 13.884 18.017 14.528 -0.8 1.2 -2.5 -0.026
H 13.746 17.654 13.523 0.0 -0.6 0.0 0.105
C 14.719 21.039 11.735 0.0 -0.6 -0.5 -0.278
H 8.302 16.579 20.261 -0.2 -0.6 -0.5 0.089
C 20.379 21.394 20.691 0.5 -0.3 0.7 -0.087
C 9.970 16.976 19.071 0.7 0.0 0.1 -0.290
H 15.105 14.354 20.557 0.1 -0.4 0.2 0.114
C 17.859 12.476 20.282 1.2 0.5 -0.5 -0.275
H 16.816 15.800 19.669 0.0 0.3 -0.5 0.044
C 13.906 11.911 17.002 0.9 -1.2 -0.5 -0.266
H 20.940 15.483 10.469 -0.2 -0.6 0.1 0.086
N 16.892 13.320 20.974 1.1 0.6 1.0 -0.168
H 15.868 19.289 12.385 0.0 -0.9 -0.3 0.029
C 15.748 23.074 10.955 0.3 0.2 1.1 -0.238
H 14.852 17.471 21.117 0.4 0.6 -0.3 0.072
H 15.281 23.341 10.032 -0.6 0.0 -1.0 0.100
H 18.627 11.462 21.945 -0.3 -0.4 0.2 0.063
H 15.631 12.990 19.542 -0.7 0.3 -0.6 0.093
H 13.701 17.104 11.132 0.2 -0.1 -0.6 0.059
C 16.609 15.221 22.574 0.3 -0.7 -0.5 -0.074
H 15.726 15.242 18.331 -0.4 0.3 0.3 0.045
N 11.877 18.894 9.850 0.2 0.2 -0.8 -0.198
H 12.006 16.864 9.280 -0.1 -0.3 0.2 0.113
H 21.035 16.867 20.595 0.0 0.3 -0.4 0.103
C 14.414 19.183 16.992 -0.4 -0.2 -1.3 -0.025
H 17.023 13.115 14.665 -1.0 -0.6 0.4 0.056
H 16.461 18.231 20.758 0.0 -0.7 -0.1 0.066
C 12.612 17.776 9.337 0.9 -0.3 0.5 -0.264
H 17.211 12.149 16.866 0.7 -0.1 0.1 0.097
H 17.825 9.855 17.183 0.0 0.6 -0.2 0.063
H 20.393 16.329 14.454 0.6 0.9 -0.3 0.062
H 12.022 17.524 16.618 0.5 0.0 0.1 0.089
H 11.038 19.682 11.525 0.1 0.1 0.0 0.107
H 9.365 17.180 15.180 0.0 0.1 0.1 0.084
H 9.540 21.005 8.528 0.0 0.0 -0.2 0.072
H 15.931 14.563 23.068 -1.1 -0.6 -0.1 0.068
H 19.299 21.302 20.760 -0.1 0.6 0.1 0.053
N 14.769 22.465 11.905 1.0 0.8 -0.2 -0.188
H 8.722 18.251 17.367 -1.1 0.1 0.2 0.083
C 15.862 20.351 12.486 0.1 1.0 -0.2 -0.056
C 16.226 12.436 16.547 -0.3 0.2 0.9 -0.267
H 14.578 18.336 10.248 -0.2 0.3 -0.2 0.059
C 16.885 9.647 17.673 -1.6 -0.6 0.5 -0.063
H 11.981 11.693 17.871 0.2 0.4 0.6 0.080
H 22.087 20.293 21.337 -0.3 -0.1 0.1 0.110
C 21.433 17.793 21.016 -0.1 -1.5 1.2 -0.288
C 16.472 14.956 19.069 0.6 -0.6 0.0 -0.078
H 10.979 21.237 9.535 0.6 0.7 0.1 0.058
H 23.267 17.707 19.924 0.1 0.1 0.5 0.088
H 13.750 18.699 22.650 -0.4 0.1 0.5 0.059
H 15.117 19.997 21.663 0.0 -0.2 0.5 0.108
H 20.769 22.271 21.247 -0.5 -0.5 -0.2 0.083
H 14.704 20.793 10.657 0.3 -0.1 0.0 0.118
H 18.786 13.767 13.939 0.3 0.5 0.5 0.111
H 17.345 15.712 13.576 -0.1 0.0 -0.1 0.073
C 22.946 17.717 20.984 -0.3 1.2 -1.4 -0.077
C 14.963 19.639 20.646 -0.7 0.5 -0.9 -0.261
H 13.459 11.727 19.019 -0.6 0.4 0.4 0.072
H 17.369 10.499 21.041 0.5 0.4 0.2 0.077
C 15.963 13.893 20.043 -1.2 -0.1 -0.6 -0.259
N 15.318 11.555 17.276 -1.0 -0.2 -0.6 -0.182
H 15.279 17.855 19.434 0.2 0.2 0.5 0.060
H 13.851 12.981 17.021 -0.1 0.7 -0.3 0.094
N 18.921 15.170 12.480 2.3 0.5 -2.8 -0.205
H 23.309 16.841 21.467 0.2 -0.7 0.4 0.060
H 14.734 9.571 17.460 0.0 -0.1 0.4 0.100
H 21.338 14.167 11.617 -0.1 0.1 -0.6 0.068
H 10.139 19.228 17.432 0.0 -0.3 -0.5 0.129
O 14.925 15.478 14.128 0.7 1.2 1.8 0.047
H 10.149 17.922 19.614 -0.2 -0.1 0.4 0.118
H 12.188 17.848 18.367 0.5 0.1 -0.2 0.103
H 16.544 22.359 10.731 -0.3 -0.2 0.0 0.104
C 13.335 21.311 20.226 0.5 1.0 -1.3 -0.269
H 12.013 15.110 16.988 -0.2 -0.2 0.2 0.083
H 12.806 18.018 8.312 0.6 0.1 -0.7 0.100
H 18.165 17.656 18.741 0.1 -0.1 0.0 0.055
H 17.278 14.571 18.440 0.3 0.1 0.3 0.073
H 9.163 18.973 15.121 -0.2 -0.2 -0.1 0.077
H 19.076 10.612 20.512 -0.2 0.3 -0.5 0.071
H 10.311 17.697 12.663 0.5 0.0 -0.5 0.069
C 16.169 12.477 15.037 0.3 0.7 -1.3 -0.078
C 19.227 17.656 19.008 -0.5 0.3 0.6 -0.064
C 14.989 17.954 16.646 -0.4 1.1 0.1 -0.011
H 13.641 24.156 11.649 -0.5 -0.7 0.1 0.124
H 13.248 20.848 16.201 -0.3 0.4 0.4 0.098
H 18.185 15.005 21.153 0.8 0.2 -0.4 0.089
C 9.752 18.143 15.521 0.0 0.7 0.5 -0.071
H 18.865 15.994 15.259 0.0 -0.2 -0.6 0.056
C 8.584 16.444 19.199 -0.2 1.0 1.1 -0.072
C 13.442 23.075 11.859 1.6 1.1 -1.0 -0.274
```
Positions in Å, forces in eV/Å.

Properties
Max |F| ... 3.6 eV/A
Energy relative to the best compared isomer or geometry (same formula, charge and spin) ... 0.0 kJ/mol
SMILES ... O=[N+]([O-])c1ccccc1.CCN(CC)CC.CCN(CC)CC.CCN(CC)CC.CCN(CC)CC.CCN(CC)CC.CCN(CC)CC.CCN(CC)CC.CCN(CC)CC
LUMO energy ... -0.553 eV